Entry 1:
Density functional theory data (wB97M-V/def2-TZVPD) for a molecular structure, C17H19BN2O4RhS.

Properties
HOMO level (spin up / spin down) ... -11.419 / -11.394 eV
E_tot ... -43622.0079 eV
LUMO level (spin up / spin down) ... -2.17 / -5.41 eV
Total charge ... +1
Strongest force on any atom ... 0.32 eV/Å
⟨S²⟩ ... 6.01
2S+1 ... 5

Element x y z (Å)
1 H -1.88989 -3.72263 0.64414
2 N 0.47734 -1.09968 1.50655
3 H 0.86430 -4.03751 -2.07138
4 C 1.09525 1.25265 2.22293
5 C 0.77460 -0.08847 2.42573
6 S -0.94567 -2.72594 -1.34697
7 C -3.28355 4.48923 -2.35515
8 H -2.70523 -2.21594 0.16215
9 H -3.02349 -3.71781 -0.73145
10 H 0.26108 -2.64839 4.25702
11 H -3.26043 3.90066 -0.26523
12 O 2.13757 -1.69908 -1.79437
13 C -1.94177 3.17172 -3.89729
14 H 0.27081 -4.62382 -0.49826
15 H -1.57090 2.95994 -4.89020
16 C 3.01449 -0.97706 -1.21081
17 Rh 0.52308 -0.78096 -0.66096
18 H -0.63243 -5.00317 -1.99515
19 C 0.70795 -0.62271 3.70883
20 C -2.90395 3.70768 -1.26730
21 H 5.00297 -1.54601 -0.79667
22 H -3.13157 4.85703 -4.45923
23 C -0.02221 -4.26318 -1.48234
24 C -2.81311 4.22634 -3.64075
25 O -0.73029 1.30597 -2.77231
26 H 0.02465 -3.15225 1.80643
27 N 0.37486 -1.95926 3.53295
28 H 4.57171 -1.60619 -2.52174
29 H 0.89383 -0.27742 5.84335
30 C 1.33572 2.01476 3.34339
31 C 4.45134 -1.05076 -1.59649
32 H 1.15977 1.66297 1.22409
33 O 2.61816 -0.21049 -0.28846
34 C -2.26902 -3.14549 -0.19659
35 H 1.59105 3.05943 3.23113
36 B -0.71676 0.94291 -1.45264
37 H 1.45850 2.10161 5.48980
38 O -1.50227 1.73697 -0.65606
39 C -2.04407 2.67061 -1.54032
40 C 1.26184 1.46584 4.63737
41 H 4.84753 -0.04202 -1.69839
42 C -1.57759 2.41080 -2.81192
43 C 0.94819 0.14112 4.84757
44 H -3.95833 5.31933 -2.19800
45 C 0.25594 -2.18132 2.21301

Atom charges from the Löwdin analysis, given in e for atoms 1 to 2: 0.033, 0.000

=====

Entry 2:
Density functional theory data (wB97M-V/def2-TZVPD) for a molecular structure, C27H24BrCl2FeN3O2PS.

Properties
HOMO level (spin up / spin down) ... -6.216 / -6.573 eV
E_tot ... -186553.6039 eV
LUMO level (spin up / spin down) ... 0.17 / 0.15 eV
Total charge ... 0
Strongest force on any atom ... 0.75 eV/Å
⟨S²⟩ ... 8.81
2S+1 ... 6

Element x y z (Å)
1 H 3.77371 2.67069 1.62316
2 H -1.63179 2.21606 -4.07271
3 H -0.04763 1.49641 -5.82097
4 C 3.33482 3.13881 0.74200
5 H -4.24549 -4.17966 -0.38682
6 Cl 1.15974 -4.47817 -1.78092
7 H 4.74037 -4.65084 2.68316
8 C -3.41746 1.98010 2.73566
9 C -0.96263 -3.17416 -0.69186
10 H -0.20777 3.43270 2.14852
11 H 2.55921 -2.10620 -0.40150
12 Fe 0.17003 -0.39310 -0.11538
13 H 4.08089 -3.76674 0.64037
14 C -0.81248 1.54757 -3.82287
15 H 1.23256 3.17432 -1.60832
16 H -1.83849 0.54325 2.43945
17 C -3.20206 -4.23792 -0.66782
18 H 1.23726 4.71120 -0.69423
19 Br 0.79154 -0.27241 3.66641
20 O 1.31249 1.31854 0.71177
21 H -4.97975 3.45838 2.75159
22 C 1.23275 -0.20727 -3.17197
23 C -0.52278 -4.36764 -1.34805
24 C 3.48291 -3.10621 1.25571
25 C -2.36376 -3.18614 -0.37431
26 H -0.18157 3.64118 -0.64739
27 H 1.78266 -0.07396 -5.24117
28 C 2.70119 -2.35132 3.39063
29 C 3.50217 -3.20145 2.64187
30 C 0.90753 3.67160 -0.69349
31 H 1.09424 4.65348 2.18804
32 C -2.70675 -5.35643 -1.32701
33 N 1.87753 -1.33849 1.37916
34 P 1.57461 2.78992 0.72133
35 Cl -3.00713 -1.79828 0.45125
36 C -2.46995 1.30133 1.99476
37 H 2.02560 -0.91995 -2.96572
38 H 1.27671 3.10684 3.06243
39 H 3.77921 2.69901 -0.15129
40 O 4.26531 -4.09379 3.30981
41 H -0.95702 -6.27534 -2.18401
42 C -1.55235 1.49772 -1.45010
43 C 0.87311 3.58609 2.17016
44 N -1.44889 1.02723 -0.23960
45 C -4.13822 3.24322 0.80120
46 H -4.78293 3.98060 0.34194
47 C 0.38294 0.19620 -2.13702
48 C -4.24361 2.94459 2.14789
49 H 2.68446 -2.40876 4.46818
50 C -0.64739 1.08269 -2.51403
51 C 0.06845 1.14340 -4.80452
52 N -0.14608 -2.17654 -0.41258
53 C 2.65002 -2.17465 0.67392
54 C 1.92429 -1.45353 2.68859
55 S -2.80577 2.69624 -1.63435
56 H -3.53163 1.75662 3.78841
57 C 1.09462 0.26058 -4.47266
58 C -2.34786 1.60203 0.63952
59 C -3.18137 2.56143 0.05820
60 C -1.35898 -5.41215 -1.67020
61 H -3.36336 -6.18002 -1.57122
62 H 3.52999 4.21110 0.75905

Atom charges from the natural (NBO) analysis, given in e for atoms 1 to 2: 0.254, 0.202

=====

Entry 3:
Density functional theory data (wB97M-V/def2-TZVPD) for 12 unconnected molecules or ions with the total composition H23O12.

Properties
HOMO level ... -6.664 eV
E_tot ... -24945.3446 eV
LUMO level ... 2.38 eV
Total charge ... -1
Strongest force on any atom ... 4.37 eV/Å

Element x y z (Å)
1 O 1.21871 2.11625 2.59144
2 H 0.14844 -0.37999 0.21335
3 H -1.86509 -0.14240 -0.10250
4 H -0.22811 -1.90229 -0.36341
5 H 0.32640 -0.45698 -2.47374
6 H 2.58069 -2.33695 1.60225
7 H -0.48321 1.26821 -1.78814
8 H 2.64206 -1.43690 0.32002
9 H -0.01740 -3.20560 0.38319
10 O 0.48011 -0.50585 -3.36123
11 H 2.53052 0.63246 -1.50097
12 O -0.81413 2.21307 0.90404
13 O 0.14474 -2.77461 -0.47712
14 H 2.07980 2.35784 2.25386
15 O 2.08754 1.06607 -0.75889
16 O -0.38191 2.15306 -2.29015
17 H -3.34837 0.30240 -0.05292
18 H -0.98554 2.63895 -1.74703
19 H -2.31947 -0.12543 1.97316
20 O 2.98014 -1.54480 1.21563
21 O 0.71559 -0.49130 1.96657
22 O -2.29462 -0.34736 -2.40215
23 H 0.64930 -1.41120 -3.50420
24 H 1.58877 -0.71649 1.68903
25 H -0.01363 2.30167 1.39458
26 O -1.97580 -0.08653 2.88857
27 H 0.35393 -1.29881 2.27143
28 H 1.14523 1.18082 2.44905
29 H -1.47022 -0.42516 -1.85801
30 H -1.18442 0.29404 2.58658
31 H -0.50748 1.60147 0.24042
32 H -2.04875 -0.80577 -3.13178
33 H 1.22790 0.65049 -0.82910
34 O -2.70101 -0.29614 0.31767
35 O -0.26070 -0.08625 -0.61950

Atom charges from the natural (NBO) analysis, given in e for atoms 1 to 2: -0.955, 0.477

=====

Entry 4:
Density functional theory data (wB97M-V/def2-TZVPD) for a molecular structure, C20H29N4O2PdS2Se2.

Properties
HOMO level ... -3.769 eV
E_tot ... -187110.0053 eV
LUMO level ... 2.42 eV
Total charge ... -1
Strongest force on any atom ... 1.19 eV/Å

Element x y z (Å)
1 H 2.55543 4.79016 -1.33382
2 H -4.34419 3.87159 -1.32138
3 O -3.74308 2.91947 0.77346
4 H 1.06127 3.89049 -1.63087
5 O -1.29027 3.11019 0.85777
6 C -4.56792 -2.04733 -1.26852
7 H 0.70905 -0.51826 2.36302
8 H -4.35410 4.58591 -3.69195
9 C 5.71975 -0.55048 -1.08091
10 H -1.46370 3.93098 -6.03705
11 H -4.75356 1.27452 -0.65122
12 C 3.52804 -0.32802 0.77727
13 S 2.07668 2.62875 2.69398
14 H -0.16907 5.23473 -0.13692
15 C -1.37535 2.59639 -2.27124
16 C 1.79747 3.59108 1.34615
17 C 0.25736 -1.31218 1.77131
18 H -0.82219 -1.18346 1.73720
19 C -4.34911 0.27428 -0.70335
20 H -5.11625 -2.87920 -1.68791
21 H 1.89868 2.25940 -0.21923
22 H 1.15288 5.81893 3.22972
23 H -0.51174 2.01879 -1.91302
24 N 1.22073 4.80867 1.37470
25 C 1.69795 4.31312 -0.85379
26 H 4.35135 -0.64187 1.42414
27 H -0.53536 2.74650 -4.22780
28 C 0.90997 5.28681 0.03825
29 Se 0.85802 -1.17307 -0.07554
30 Pd 0.37853 1.30553 -0.13907
31 H -0.26998 5.98377 2.17531
32 H 2.91404 0.37607 1.34394
33 C -2.43411 4.13273 -5.58389
34 H 5.30018 -1.51363 -1.36670
35 H 0.51812 -2.29854 2.15446
36 C -5.08286 -0.75377 -1.24872
37 H 6.27630 -0.15029 -1.92712
38 H 6.39827 -0.68188 -0.23932
39 C -1.38037 3.00220 -3.59692
40 H 1.23975 6.32063 -0.08918
41 C -3.31292 -2.22639 -0.71330
42 C -3.51606 3.62689 -1.97204
43 S -2.45730 2.45033 0.28584
44 H -2.86700 -3.21709 -0.69157
45 N -2.57219 -1.25489 -0.19037
46 C -3.51074 4.02580 -3.30131
47 C -3.06667 -0.00153 -0.18563
48 N 2.14028 3.26712 0.06701
49 C 0.49798 5.29632 2.52975
50 N -2.19853 0.91501 0.36269
51 H -6.06551 -0.54426 -1.65698
52 H 0.02178 4.46308 3.04317
53 H 3.13909 -1.94262 -0.63022
54 C -2.44370 3.72070 -4.13698
55 C 2.73057 -1.52763 0.29195
56 H -3.18596 3.58808 -6.15900
57 Se 4.32344 0.72818 -0.65316
58 H 2.73870 -2.33256 1.02955
59 C -2.44831 2.91091 -1.44788
60 H -2.64348 5.19830 -5.69703

Atom charges from the natural (NBO) analysis, given in e for atoms 1 to 2: 0.181, 0.238

=====

Entry 5:
Density functional theory data (wB97M-V/def2-TZVPD) for a molecular structure, C21H36AsCoN2O6.

Properties
HOMO level (spin up / spin down) ... -8.179 / -8.651 eV
E_tot ... -136091.8755 eV
LUMO level (spin up / spin down) ... 0.38 / -0.83 eV
Total charge ... 0
Strongest force on any atom ... 0.36 eV/Å
⟨S²⟩ ... 6.02
2S+1 ... 5

Element x y z (Å)
1 H -3.62451 -2.52088 2.52808
2 H 3.46372 -4.04553 0.03708
3 H -5.20924 -0.12064 1.02105
4 C -2.57922 -2.20510 2.48163
5 O 0.22991 3.17257 0.10342
6 H 0.12955 -5.90154 1.59810
7 C -4.51685 0.44814 1.64406
8 H 0.36229 1.41174 -3.64603
9 H 3.58399 1.97161 -2.59985
10 H 0.97236 -1.24286 -3.13867
11 H 1.53575 -7.10741 -0.83733
12 C 0.78362 -6.65341 1.14499
13 C 2.30942 0.87970 -1.22565
14 N 1.73213 -5.07488 -0.49336
15 Co 0.07524 -0.91515 -0.08068
16 H -2.91422 -4.18181 -0.21040
17 H -3.66258 -1.37975 -1.24658
18 O -1.96912 0.99071 -2.69663
19 H -4.91781 1.45927 1.73117
20 C -3.03998 -3.43255 -0.99516
21 C 0.96904 -6.32238 -0.32971
22 O 0.93774 -1.22395 1.46560
23 H -4.48605 -2.21732 0.08152
24 O -0.21634 1.00058 0.26091
25 H 1.45023 0.52366 2.43563
26 H 1.41256 2.70810 -2.01642
27 H 0.27733 -7.61626 1.23833
28 C 2.87118 -5.35269 1.67597
29 H -4.52605 0.00729 2.64302
30 H -0.59207 -3.06748 2.53224
31 H 1.98334 -6.87297 2.92914
32 N 0.45695 -2.96259 -0.58422
33 O 1.78597 -0.46700 -1.39130
34 C 1.09535 1.75096 -1.60847
35 H 3.67652 -5.76781 -0.29520
36 C -0.98387 0.36950 -2.35235
37 H 2.65408 0.99744 -0.20029
38 H 2.57051 0.65952 -4.35222
39 C -1.63012 -3.38838 2.63826
40 As -2.28962 -1.25513 0.79060
41 H -2.42630 -1.48319 3.28714
42 C -3.53334 -2.10410 -0.44154
43 C 3.03366 -5.03303 0.19680
44 H 1.35683 -0.94580 3.44897
45 H 3.33246 -0.77635 -3.66632
46 H -0.12246 -0.13070 2.86958
47 C 0.42531 0.86046 -2.70854
48 H -3.09516 0.94258 0.06221
49 C 3.38145 0.94262 -2.30682
50 H 2.73857 -7.49311 1.47380
51 C 1.40976 -0.31217 -2.79020
52 H 3.85532 -5.39006 2.14689
53 H 4.31324 0.49669 -1.96178
54 H 0.01912 -6.20620 -0.84948
55 H -2.42175 1.06342 1.66330
56 C -3.11408 0.48266 1.05332
57 H -2.08706 -3.30179 -1.50503
58 H -3.75436 -3.83388 -1.71689
59 C 1.05314 -3.94843 -0.54062
60 C 2.12812 -6.67245 1.86683
61 C 0.28293 2.04156 -0.33861
62 O -1.01166 -0.78312 -1.73856
63 C 2.73065 0.10061 -3.43117
64 H 2.31760 -4.53822 2.15322
65 H -1.74946 -3.86101 3.61532
66 H -1.81760 -4.15012 1.87868
67 C 0.90488 -0.40823 2.60989

Atom charges from the natural (NBO) analysis, given in e for atoms 1 to 2: 0.218, 0.227

=====

Entry 6:
Density functional theory data (wB97M-V/def2-TZVPD) for C6H10 in the gas phase.

Properties
HOMO level ... -8.034 eV
E_tot ... -6382.0748 eV
LUMO level ... 0.97 eV
Total charge ... 0
Strongest force on any atom ... 2.22 eV/Å

Element x y z (Å)
1 C 0.10608 -0.70371 0.81964
2 H -1.15909 -0.31125 2.49142
3 H -0.79461 -1.31084 -3.20210
4 H 0.39102 -0.96640 2.93357
5 H -0.49564 -2.15694 -1.45543
6 C -0.09110 -0.27627 2.22724
7 C 0.09882 0.14704 -0.24159
8 C -0.46612 -0.10973 -1.57254
9 H 1.33580 1.62329 -1.05585
10 H -0.74061 0.86008 -2.00026
11 C 0.75039 1.48576 -0.14690
12 H 0.01343 2.31813 -0.24510
13 C -0.60828 -1.31823 -2.12910
14 H -0.09000 -1.75599 0.57228
15 H 0.24380 0.75084 2.38920
16 H 1.50610 1.72423 0.61552

Atom charges from the natural (NBO) analysis, given in e for atoms 1 to 2: -0.165, 0.220